11
Properties=species:S:1:pos:R:3:mulliken_charge:R:1 method="wB97M-V/def2-TZVPD" lumo_ev=0.980 largest_force_ev_per_a=3.0 e_homo_ev=-9.472 mol_weight_g_mol=100.55 de_lowest_ev=1.760 e_tot_ha=-653.616094 homo_lumo_gap_ev=10.452 smiles="C#CC/C=C/Cl" multiplicity=1
C -1.37480 1.48774 1.16105 0.02
C -0.90714 0.37550 0.99560 -0.42
C -0.31192 -0.89970 0.64915 -0.41
C 0.50776 -0.80805 -0.60999 -0.29
C 0.98459 0.35220 -1.05951 -0.24
Cl 2.02217 0.34392 -2.49134 -0.21
H -1.82148 2.42800 1.19400 0.42
H -1.05056 -1.65121 0.48473 0.28
H 0.43101 -1.23763 1.42637 0.23
H 0.72172 -1.71070 -1.18170 0.31
H 0.79865 1.31991 -0.56837 0.31